## 1
Entry from OMol25: one molecule with the formula C2H4O2S2 (the ωB97M-V functional and the def2-TZVPD basis).

The geometry in XYZ format:
```
10
Properties=species:S:1:pos:R:3
C 0.55808 0.13626 0.30142
C -0.71871 0.10100 -0.07866
O 0.19665 -2.21894 -1.71175
O 0.87822 -0.01128 -2.49560
S 2.80620 -1.41795 -0.87781
S 1.02584 -1.05292 -1.56300
H 1.19599 0.99327 -0.05342
H 0.97258 -0.52604 1.05934
H -1.25701 -0.88499 0.01537
H -1.18313 0.91998 -0.56605
```

- charge = 0
- HOMO level (eV) = -9.58
- HOMO-LUMO gap (eV) = 7.92


## 2
Entry from OMol25: one molecule with the formula C2H4O2S2 (the ωB97M-V functional and the def2-TZVPD basis).

The geometry in XYZ format:
```
10
Properties=species:S:1:pos:R:3
C -0.88579 0.43917 -1.64346
C 0.30266 -0.47391 0.58404
O -0.66848 1.30085 -4.03777
O -0.75553 -2.06532 -1.47709
S -1.19097 0.19236 -3.28635
S -1.11137 -0.99040 -0.57464
H -0.71423 1.52711 -0.88727
H 1.26616 -0.18034 0.01413
H 0.62146 -1.41195 1.09785
H -0.15688 0.28628 1.22374
```

- charge = 0
- HOMO level (alpha / beta) (eV) = -9.24 / -9.24
- HOMO-LUMO gap (alpha / beta) (eV) = 8.37 / 8.37


We find 1 to be the most stable, with the next structure 74.1 kJ/mol higher.


## 1
Entry from OMol25: CH2N3O4 as an isolated structure (the ωB97M-V functional and the def2-TZVPD basis).

The geometry in XYZ format:
```
10
Properties=species:S:1:pos:R:3
C -0.25407 1.87303 -0.19252
N -1.09834 -1.02460 -0.29253
N -0.00797 -0.03288 -0.25168
N 1.14705 -0.59879 0.12688
O -1.30687 1.91777 0.29958
O 0.70613 2.25515 -0.70314
O 2.13894 0.07240 0.18397
O 1.18178 -1.82341 0.47275
H -1.76554 -0.67344 0.38545
H -0.74111 -1.96523 -0.02876
```

- charge = -1
- HOMO level (eV) = -4.07
- HOMO-LUMO gap (eV) = 8.15


## 2
Entry from OMol25: a 3-piece molecular cluster, CH2N3O4 overall (the ωB97M-V functional and the def2-TZVPD basis).

The geometry in XYZ format:
```
10
Properties=species:S:1:pos:R:3
C 2.43016 0.67870 0.11248
N 0.63067 -1.62475 0.56650
N 2.28406 0.34313 -1.05708
N 0.77434 -1.91154 -0.51982
O 0.86012 -2.76982 -1.31507
O 2.96676 1.37800 0.92236
O 0.29380 -0.35808 3.18262
O 1.43945 -0.38102 -1.76682
H 0.83393 -0.20945 2.44836
H 0.00763 -1.25294 3.20659
```

- charge = -1
- HOMO level (eV) = -3.59
- HOMO-LUMO gap (eV) = 7.48


We find 1 to be the most stable, with the next structure 143.5 kJ/mol higher.


## 1
Entry from OMol25: one molecule with the formula C19H25N3OS (the ωB97M-V functional and the def2-TZVPD basis).

The geometry in XYZ format:
```
49
Properties=species:S:1:pos:R:3
C -5.42071 -1.84229 2.36514
C -5.00505 -1.68053 0.93465
C -5.53497 -2.51216 -0.04549
C -5.14787 -2.36992 -1.36527
C -4.23198 -1.39886 -1.72245
C -3.69564 -0.55797 -0.75047
N -2.76974 0.40830 -1.16518
C -2.16388 1.39155 -0.43816
O -2.33983 1.57792 0.74399
C -1.26089 2.28043 -1.28559
C -0.09820 2.84736 -0.46967
C 1.10081 1.89993 -0.38158
C 0.76514 0.59203 0.33293
C 2.01057 -0.28054 0.45619
N 3.03450 0.42825 1.19946
C 4.13806 -0.41548 1.61362
C 4.86503 -1.05571 0.47530
N 5.62148 -0.43786 -0.35836
C 6.08424 -1.24748 -1.33796
C 5.66765 -2.53767 -1.26670
S 4.64045 -2.75867 0.09438
C 3.44241 1.62916 0.49700
C 2.24919 2.57130 0.37301
C -4.08534 -0.70687 0.57592
H -5.09393 -2.80995 2.74502
H -6.50525 -1.80026 2.45347
H -4.98750 -1.06233 2.98504
H -6.25239 -3.27191 0.22809
H -5.56212 -3.01798 -2.12365
H -3.93190 -1.28869 -2.75574
H -2.56565 0.38068 -2.15495
H -1.88829 3.10370 -1.63942
H -0.88871 1.74009 -2.15812
H 0.23401 3.78561 -0.91895
H -0.46488 3.06256 0.53572
H 1.44194 1.66724 -1.39909
H -0.00182 0.03633 -0.20924
H 0.38183 0.81494 1.32885
H 1.76677 -1.20055 0.99431
H 2.35838 -0.55786 -0.55643
H 3.74272 -1.19412 2.27229
H 4.83868 0.20621 2.17877
H 6.73432 -0.83715 -2.08933
H 5.89791 -3.35719 -1.91626
H 4.23659 2.10915 1.07304
H 3.84394 1.39983 -0.50467
H 2.56047 3.48259 -0.14106
H 1.90716 2.83896 1.37367
H -3.66771 -0.05415 1.32392
```

- structure (SMILES) = Cc1cccc(NC(=O)CCC2CCN(Cc3nccs3)CC2)c1
- charge = 0
- HOMO level (eV) = -8.42
- HOMO-LUMO gap (eV) = 9.07


## 2
Entry from OMol25: one molecule with the formula C19H25N3OS (the ωB97M-V functional and the def2-TZVPD basis).

The geometry in XYZ format:
```
49
Properties=species:S:1:pos:R:3
C -5.14446 -2.33947 2.23704
C -4.56399 -1.03357 1.71137
C -3.85629 -1.18618 0.36012
C -4.83347 -1.48200 -0.77893
N -3.17650 0.05262 0.09612
C -2.13466 0.15072 -0.59370
S -1.28694 -1.30944 -1.33691
C 0.36018 -0.84935 -0.90686
N 1.15686 -1.77806 -0.46627
C 2.41293 -1.43002 -0.12663
C 3.29259 -2.42638 0.34272
C 4.56619 -2.09940 0.71028
C 5.03729 -0.77216 0.63373
C 6.44376 -0.47089 1.05114
C 4.19482 0.20866 0.17740
C 2.87609 -0.08813 -0.21294
C 1.97882 0.88538 -0.70449
C 0.71963 0.50833 -1.07452
C -0.33220 1.41005 -1.64170
N -1.54995 1.34188 -0.85801
C -1.91254 2.48199 -0.04860
C -0.95006 2.69934 1.13295
O 0.29323 3.25682 0.76939
C 0.28160 4.65255 0.60493
H -5.94283 -2.70136 1.59451
H -5.55300 -2.19298 3.23450
H -4.37239 -3.10410 2.29139
H -5.35245 -0.28586 1.60925
H -3.83460 -0.64851 2.42756
H -3.13211 -2.01531 0.41950
H -4.28842 -1.55317 -1.71772
H -5.34778 -2.42231 -0.60496
H -5.56482 -0.68093 -0.85824
H 2.92642 -3.43913 0.40080
H 5.23822 -2.86558 1.07032
H 6.59621 -0.74983 2.09319
H 7.14733 -1.04408 0.44833
H 6.66780 0.58656 0.93721
H 4.53319 1.23362 0.10963
H 2.29443 1.91517 -0.79236
H -0.55915 1.08733 -2.66934
H 0.01290 2.44263 -1.66169
H -2.91404 2.28738 0.33616
H -1.93407 3.37020 -0.68653
H -0.71967 1.72998 1.58334
H -1.43908 3.33127 1.88705
H -0.06302 5.15470 1.51696
H 1.30963 4.94584 0.39970
H -0.35454 4.96994 -0.22974
```

- structure (SMILES) = CC[C@@H](C)/N=C1\Sc2nc3ccc(C)cc3cc2CN1CCOC
- charge = 0
- HOMO level (eV) = -8.20
- HOMO-LUMO gap (eV) = 8.56


We find 1 to be the most stable, with the next structure 91.2 kJ/mol higher.


## 1
Entry from OMol25: a 2-piece molecular cluster, C2H10N2 overall (the ωB97M-V functional and the def2-TZVPD basis).

The geometry in XYZ format:
```
14
Properties=species:S:1:pos:R:3
C -1.04675 0.47175 -0.99894
N -0.23651 1.64330 -0.75566
C 0.78870 1.43210 0.25921
H -0.34487 -0.30589 -1.34541
H -1.55923 0.02306 -0.15402
H -1.76574 0.66650 -1.79395
H 0.25340 1.75530 -1.63164
H 1.75261 1.83673 -0.02284
H 1.05474 0.38875 0.48213
H 0.45745 1.83078 1.21827
N 0.25953 -2.13819 1.34744
H 0.85011 -2.62479 0.66650
H 0.10054 -2.91966 1.98065
H -0.56398 -2.05973 0.74826
```

- structure (SMILES) = CNC.N
- charge = 0
- HOMO level (eV) = -8.75
- HOMO-LUMO gap (eV) = 9.76


## 2
Entry from OMol25: a 2-piece molecular cluster, C2H10N2 overall (the ωB97M-V functional and the def2-TZVPD basis).

The geometry in XYZ format:
```
14
Properties=species:S:1:pos:R:3
C -0.45767 0.26805 2.38257
C 1.06695 0.11500 2.14302
N 1.87286 0.11561 3.40242
H -0.97626 -0.26348 1.60144
H -0.68467 1.32920 2.40395
H -0.56052 -0.26772 3.31871
H 1.50664 0.82705 1.43711
H 1.21804 -0.86856 1.69434
H 1.29228 0.37051 4.18934
H 2.18853 -0.83096 3.54337
N -1.99702 -0.37741 -7.07237
H -1.57022 -0.21996 -6.16281
H -2.22443 -1.36679 -7.10997
H -2.94106 -0.00062 -6.96203
```

- structure (SMILES) = CCN.N
- charge = 0
- HOMO level (eV) = -9.29
- HOMO-LUMO gap (eV) = 10.49


We find 2 to be the most stable, with the next structure 30.0 kJ/mol higher.


## 1
Entry from OMol25: a 2-piece molecular cluster, C2H8N4 overall (the ωB97M-V functional and the def2-TZVPD basis).

The geometry in XYZ format:
```
14
Properties=species:S:1:pos:R:3
H 0.55564 1.80052 -0.24348
N 0.38353 2.07842 0.72633
C -0.51974 1.54578 1.36283
C -1.48251 0.37314 0.83314
H -0.71822 1.82426 2.35747
H -1.78948 0.65237 -0.22805
H -2.44091 0.26239 1.43250
H -0.90409 -0.45960 0.78027
H 0.05702 -0.51963 -2.70716
N 0.58226 -1.24359 -2.24759
N 0.84919 -0.81965 -1.09302
N 1.48787 -1.73077 -0.37714
H 1.97689 -2.56210 -0.88839
H 1.96254 -1.20154 0.29230
```

- structure (SMILES) = [H]/N=C\C.[H]/N=N/N
- charge = 0
- HOMO level (eV) = -9.31
- HOMO-LUMO gap (eV) = 10.44


## 2
Entry from OMol25: a 4-piece molecular cluster, C2H8N4 overall (the ωB97M-V functional and the def2-TZVPD basis).

The geometry in XYZ format:
```
14
Properties=species:S:1:pos:R:3
C 0.47750 -0.22532 0.32004
N 1.51364 -0.32864 -0.61100
N 0.39982 0.89811 1.00005
N 0.02411 -1.49771 0.76344
C -1.28729 0.05397 -1.13466
N -1.83956 1.09292 -1.16040
H 1.90258 0.56380 -0.87684
H 1.46857 -1.06810 -1.29566
H -0.36304 2.00394 0.34045
H -0.12160 0.78373 1.86407
H 0.78234 -2.10190 1.05672
H -0.70633 -1.45163 1.46024
H -1.01425 2.22997 -0.22532
H -1.23649 -0.95312 -1.50114
```

- charge = 0
- HOMO level (eV) = -7.94
- HOMO-LUMO gap (eV) = 8.52


We find 1 to be the most stable, with the next structure 80.3 kJ/mol higher.


## 1
Entry from OMol25: C2H8N4 as an isolated structure (the ωB97M-V functional and the def2-TZVPD basis).

The geometry in XYZ format:
```
14
Properties=species:S:1:pos:R:3
C 1.39417 0.35763 0.04637
N 1.26849 -0.73209 -0.80278
N 0.13628 -1.38137 -0.18473
N 1.06181 1.58100 -0.19722
C -1.24955 -0.47512 0.67421
N -1.48237 0.78344 0.21852
H 1.03623 -0.47450 -1.75888
H 0.51575 -2.03277 0.50387
H 1.00376 1.78316 -1.19466
H -0.51440 1.38962 0.13215
H -1.94808 0.78591 -0.68327
H 1.67726 0.11026 1.06739
H -0.86478 -0.49055 1.69301
H -2.03457 -1.20462 0.48601
```

- charge = 0
- HOMO level (eV) = -8.46
- HOMO-LUMO gap (eV) = 9.57


## 2
Entry from OMol25: C2H8N4 as an isolated structure (the ωB97M-V functional and the def2-TZVPD basis).

The geometry in XYZ format:
```
14
Properties=species:S:1:pos:R:3
C 0.24487 -1.49522 -0.05827
C -0.91486 0.62786 -0.16179
H 1.22442 -1.82140 -0.31720
H -0.13369 -1.87202 0.92534
H -0.37609 -2.02453 -1.00843
H 1.91469 -0.58360 1.05210
H 2.17633 1.14250 -0.40953
H 0.06544 1.74861 1.08771
H -1.62819 2.30997 0.73880
H -1.66561 -0.50904 -1.60599
N 0.27981 -0.03965 -0.21441
N 1.41065 0.59113 0.47443
N -0.79099 1.71831 0.45296
N -1.80677 0.20708 -0.95572
```

- charge = 0
- HOMO level (eV) = -8.14
- HOMO-LUMO gap (eV) = 8.41


We find 1 to be the most stable, with the next structure 154.6 kJ/mol higher.


## 1
Entry from OMol25: one molecule with the formula C5H10Si (the ωB97M-V functional and the def2-TZVPD basis).

The geometry in XYZ format:
```
16
Properties=species:S:1:pos:R:3
C 0.98245 -0.40472 0.78008
C 0.26661 -0.83835 -0.22462
C 1.03049 2.35670 0.72226
C -0.78132 0.15528 -0.75071
C 0.20261 -2.27660 -0.62272
Si -0.68616 1.56083 0.54957
H 1.75920 -0.92167 1.48049
H 1.58537 2.41528 1.60504
H 1.45814 2.45803 -0.22695
H -0.39195 0.68576 -1.58621
H -1.73302 -0.27406 -1.05022
H -0.90538 -2.65046 -0.91221
H 0.50374 -2.91804 0.18593
H 0.75832 -2.47991 -1.52086
H -1.47727 1.16830 1.71835
H -1.63129 2.53597 -0.01766
```

- charge = 0
- HOMO level (alpha / beta) (eV) = -8.92 / -8.63
- HOMO-LUMO gap (alpha / beta) (eV) = 8.67 / 8.16


## 2
Entry from OMol25: one molecule with the formula C5H10Si (the ωB97M-V functional and the def2-TZVPD basis).

The geometry in XYZ format:
```
16
Properties=species:S:1:pos:R:3
C 0.55544 -1.92544 -0.18924
C -0.63584 -2.26160 0.24951
C 0.99392 -0.65303 -0.80537
C -1.48832 -0.12591 0.82208
C 0.23485 2.34694 -0.13875
Si 0.21601 0.51432 0.51541
H 1.27600 -2.86548 -0.30179
H -1.05620 -3.10448 0.73349
H 2.10782 -0.73447 -0.83471
H 0.66777 -0.38443 -1.76068
H -2.33957 0.19997 0.20798
H -1.83323 -0.30983 1.92070
H -0.09657 2.95314 0.68274
H 1.19971 2.89528 -0.41118
H -0.52415 2.25988 -0.98973
H 1.05784 0.54848 1.95370
```

- charge = 0
- HOMO level (eV) = -8.90
- HOMO-LUMO gap (eV) = 9.22


We find 2 to be the most stable, with the next structure 97.9 kJ/mol higher.